# 1
A structure of composition C34H57N3O2SeSiV at a distorted geometry, computed with ωB97M-V/def2-TZVPD.

```
! wB97M-V def2-TZVPD RIJCOSX def2/J DEFGRID3
* xyz 1 3
H 5.68 -0.39 -1.26
H 0.34 -0.84 -5.31
H 3.67 0.92 -1.92
H 0.24 -2.60 3.11
C 4.53 -4.02 -1.97
C -0.89 -3.94 -0.49
H 1.48 0.49 -5.02
H 1.44 -3.09 1.89
C -0.06 3.11 3.65
C -3.48 0.80 1.02
C -4.16 2.01 -4.00
Se -1.99 5.42 1.16
H 2.84 -3.83 -0.55
N -0.69 1.15 2.32
H -5.53 0.69 1.68
H 6.11 -2.10 -0.85
C 3.23 -3.39 -1.49
H -3.80 0.06 2.97
H 4.96 -3.45 -2.81
C 2.21 3.46 4.43
H -2.16 3.34 4.25
C 1.53 1.29 3.51
C 4.20 -1.46 -0.08
H 3.41 1.69 4.49
H 1.61 -0.73 4.19
H 2.45 -3.43 -2.26
H -5.27 1.69 0.24
H 2.77 1.40 -3.41
H -2.83 -3.66 1.70
H -2.71 4.32 -0.90
O 2.13 -0.35 -2.48
H -5.26 -0.08 0.10
C 4.28 -0.17 -3.73
H 2.63 -1.09 -1.82
C 0.95 3.97 4.09
H 6.16 -0.83 0.40
C 1.89 -0.15 3.30
C -3.84 0.69 -3.62
C 0.78 -0.21 -4.53
C 5.63 -1.18 -0.48
C -4.96 0.77 0.74
H -2.86 -1.26 -1.02
H -3.24 -2.09 0.99
H -4.53 2.29 -4.98
C -0.22 -0.87 0.07
H -1.41 4.70 3.44
H -1.47 -4.79 -0.10
H -2.28 -1.50 -2.68
V -0.76 1.21 0.40
H -4.45 4.55 -1.09
H -4.01 -0.09 -4.38
H 5.25 -4.09 -1.14
N -2.64 1.16 0.00
C -3.70 3.83 -0.76
H -3.79 3.57 0.30
H -0.03 0.33 -4.04
C 0.27 1.83 3.17
H -1.31 0.86 5.04
C -3.10 -1.09 -2.07
N -0.46 3.16 0.10
H 2.30 -1.71 -4.07
C -4.00 3.01 -3.02
H 3.66 -0.54 0.22
H 5.15 0.49 -3.84
C -2.49 -2.61 1.59
C -3.67 2.68 -1.71
H -1.88 3.13 2.56
C -3.36 0.37 -2.35
C -3.03 0.45 2.31
H -3.99 -1.70 -2.32
C -1.58 0.05 4.34
H 0.90 -0.77 0.17
H 0.81 -1.83 -3.05
H -0.79 -0.72 4.44
H -2.49 -2.17 2.60
H -4.18 4.06 -3.26
H -0.44 -0.84 -1.04
Si -0.78 -2.55 0.81
H 4.61 -1.10 -3.25
H 0.19 -4.22 2.41
H -1.39 -3.61 -1.41
C 2.46 2.11 4.16
C 1.49 -1.15 -3.58
H 3.88 -0.38 -4.74
C -1.76 0.54 2.92
C -3.22 1.39 -1.35
C -1.46 3.60 3.45
C 0.39 -3.16 2.17
H 0.09 -4.34 -0.77
H 0.75 5.05 4.16
O 3.45 -1.95 -1.26
H 4.29 -5.04 -2.31
H 2.97 -0.25 3.17
H 1.39 -0.58 2.43
H -2.50 -0.40 4.72
C 3.27 0.57 -2.88
C -0.87 4.22 0.49
H 4.10 -2.22 0.71
H 2.96 4.12 4.88
*
```

## Properties
⟨S²⟩: 2.0307
Kohn-Sham gap (spin up / spin down) in eV: 7.159 / 7.026
Max |F| in eV/Å: 2.36
Energy in eV: -143652.3678
Energy above the lowest of the compared OMol25 structures with the same formula, charge and spin in kJ/mol: 350.1
HOMO level (spin up / spin down) in eV: -9.31 / -9.40
Molar mass in Da: 697.84

# 2
A structure of composition C41H80F15MgN6O11S5 at a distorted geometry, computed with ωB97M-V/def2-TZVPD.

```
! wB97M-V def2-TZVPD RIJCOSX def2/J DEFGRID3
* xyz 3 1
C 4.62 3.58 1.97
H 1.03 -5.67 -5.52
H -9.43 -0.30 -0.99
H -6.69 0.80 -0.25
O -1.76 0.91 4.01
H 3.61 -3.46 -6.51
H 5.84 -0.03 3.84
H 2.55 -1.96 -4.03
F -2.02 0.82 -0.08
C 0.36 -2.83 -5.37
Mg -0.15 -2.02 2.03
H -1.02 7.51 0.62
C -1.35 -4.06 -4.03
C 1.75 -4.89 -5.72
S 1.69 -4.37 1.28
O 2.19 -1.06 1.04
H 1.56 7.30 -0.31
C 2.28 5.30 -2.07
H 0.58 -2.47 -6.37
H -5.25 -5.59 1.29
C 6.07 2.12 3.43
C 3.88 3.82 4.83
C -6.91 -3.51 0.35
H 3.64 1.63 4.69
C 3.74 5.00 3.91
C 6.28 0.87 4.30
H 5.05 -1.13 -5.12
H -6.31 -2.35 -2.33
C 4.22 1.17 2.13
F 1.48 -6.97 1.29
H 5.57 -2.78 -5.36
H -6.81 -6.28 0.73
O 2.35 -5.11 3.96
F -0.30 -6.02 0.50
C 1.17 -4.18 -3.46
H 0.46 7.13 -2.46
C -1.02 7.50 -0.47
H 2.85 6.19 -2.35
H 2.75 -5.27 -5.51
O -0.58 -1.11 -2.25
H 6.32 2.97 4.07
C -8.56 -3.05 -1.45
H 1.18 -3.25 -2.89
F 2.43 1.47 -0.69
H 4.56 5.70 2.15
H 1.59 -4.65 -6.77
F -3.43 -0.77 0.28
O 2.06 -1.35 -1.39
F 1.25 -0.21 5.97
H -0.58 4.16 -0.64
C 1.21 1.02 -0.36
H 5.79 5.00 3.18
N -0.18 -1.36 0.30
C 3.20 -2.57 4.26
H 8.13 1.53 5.06
C -7.48 0.53 -0.96
S 1.44 -0.87 -0.18
S 1.75 -3.82 3.94
H 0.22 -2.01 -4.67
H -8.10 -3.68 -2.20
N 1.52 -3.68 -4.86
H -5.21 -4.22 -0.72
C 4.92 -2.00 -5.77
H 7.91 -0.17 5.26
H -0.82 -4.47 -6.13
F 2.85 -1.31 4.03
F -3.15 -0.02 -1.73
H 5.33 -1.68 -6.72
H 8.33 0.38 3.67
C -0.93 -3.64 -5.44
N -0.24 6.22 -0.69
C -1.06 5.03 -0.19
N 4.65 2.35 2.94
S -0.35 0.66 3.98
H 4.88 1.10 1.27
H 2.96 4.56 -2.50
C 2.09 5.23 -0.58
C -2.53 -0.29 -0.57
H -6.18 0.01 -2.68
H -2.57 3.80 2.68
C -1.21 4.91 1.33
H 5.22 3.38 1.09
O -1.84 -2.79 -0.93
F 0.90 1.46 0.85
H -0.25 -5.85 -3.66
H 0.58 4.14 -2.64
H -1.35 2.79 1.95
F 0.06 1.51 6.43
C -8.65 -0.14 -0.24
C 3.52 -2.53 -5.96
H -1.69 -3.00 -5.88
C 7.75 0.64 4.55
H -1.97 5.15 -0.78
C -6.18 -4.62 -0.44
H 2.71 5.13 3.56
N 1.09 -3.29 2.52
H 1.75 4.23 -0.30
C -0.21 -4.81 -3.35
H -8.97 0.54 0.55
H -6.17 -3.10 1.04
H -1.73 5.79 1.71
H 4.09 0.31 2.78
C 4.78 4.85 2.81
H -7.70 -0.57 -2.83
C -0.06 6.20 -2.24
H 1.18 6.29 1.04
O 3.08 -4.70 1.32
H -9.01 -2.17 -1.89
H -0.24 5.05 1.82
H -1.06 6.04 -2.63
C -8.20 -1.43 0.40
H 2.65 2.65 3.60
H -8.98 -1.95 0.95
N -7.50 -2.44 -0.54
H 1.96 -4.73 -2.94
C 0.63 -5.99 1.44
H 3.18 3.91 5.67
C 1.16 6.32 -0.05
C 3.63 2.52 4.06
H 3.07 5.29 -0.08
H 3.84 5.93 4.47
H 3.42 -3.52 -4.14
C -5.85 -5.87 0.43
F -0.90 -0.42 6.30
H 2.86 -1.86 -6.53
F 0.32 1.41 -1.24
H -7.78 -3.80 0.95
O 0.04 -0.62 3.32
H 3.21 1.39 1.78
H -0.43 -4.90 -2.29
H -2.27 -4.63 -3.96
C -6.96 -0.41 -2.04
C 2.76 -2.82 -4.67
H -7.35 -1.13 1.03
F 3.48 -2.71 5.54
H 3.56 3.45 1.71
O 0.45 1.79 3.54
C -2.00 3.64 1.76
C 0.95 5.16 -2.77
O 1.24 -3.82 0.02
H -9.25 -3.58 -0.80
F 4.30 -2.86 3.56
H -6.75 -4.91 -1.31
O 0.81 -3.52 4.98
H -1.98 7.39 -0.98
H 6.71 2.30 2.57
H 4.90 3.79 5.22
H -0.55 8.39 -0.88
H -7.83 1.49 -1.34
H -5.58 -1.72 -0.82
H 0.99 5.32 -3.85
C -6.47 -1.74 -1.44
S -1.10 -1.53 -0.99
H -5.38 -6.54 -0.28
C 0.06 0.33 5.81
H -1.55 -3.10 -3.53
H 5.68 0.98 5.20
F 0.00 -6.04 2.60
H -2.78 3.39 1.05
*
```

## Properties
Kohn-Sham gap in eV: 10.056
Max |F| in eV/Å: 5.97
Energy in eV: -175638.7184
HOMO level in eV: -15.69
Molar mass in Da: 1302.73

# 3
A structure of composition C19H20BClIrN6S at a distorted geometry, computed with ωB97M-V/def2-TZVPD.

```
! wB97M-V def2-TZVPD RIJCOSX def2/J DEFGRID3
* xyz 2 2
H 4.88 -1.91 -0.05
H 0.44 0.82 1.39
H -3.17 2.71 -1.02
N 1.35 -2.18 2.18
C -0.09 -3.09 3.61
B 2.65 -1.62 1.58
C 3.71 -2.43 -1.88
H -2.54 0.71 -2.31
N 0.33 5.26 -2.28
C -2.68 0.64 -1.24
Cl -3.69 3.05 1.73
C 0.29 2.36 -2.08
H -2.47 -2.75 -0.86
H 1.71 -2.78 -2.82
H 0.20 3.28 1.17
H 0.92 4.81 -2.96
H -2.81 -1.65 1.31
C -2.83 -0.69 0.82
C -2.54 -0.62 -0.58
H 0.51 0.32 -2.71
C -3.27 1.66 0.86
C 0.24 2.65 0.29
C -0.06 4.68 -1.15
H -1.67 -3.24 2.05
H 4.43 -2.63 -2.65
H 2.73 -0.42 1.76
H 0.17 6.25 -2.40
H -0.53 -3.52 4.49
C -3.18 0.43 1.53
N 0.44 0.47 -0.64
C -2.17 -1.79 -1.28
N 1.80 -2.22 -0.78
H 0.26 2.73 -3.10
H -3.40 0.38 2.59
C -0.68 -2.95 2.37
C 0.37 1.29 0.42
H -2.16 -1.76 -2.37
C 2.33 -2.51 -1.98
C -3.03 1.75 -0.53
C 1.20 -2.59 3.44
H 2.00 -2.50 4.16
C 3.95 -2.07 -0.56
N 2.78 -1.94 0.08
Ir -0.18 -1.61 -0.44
N 0.20 -2.40 1.52
H 3.58 -2.10 2.17
C 0.41 1.01 -1.87
S -0.89 5.50 0.03
C 0.17 3.22 -0.99
*
```

## Properties
⟨S²⟩: 0.7616
Kohn-Sham gap (spin up / spin down) in eV: 4.625 / 4.730
Max |F| in eV/Å: 2.84
Energy in eV: -55824.0044
Energy above the lowest of the compared OMol25 structures with the same formula, charge and spin in kJ/mol: 157.1
HOMO level (spin up / spin down) in eV: -13.91 / -13.91
Molar mass in Da: 602.96